Record 1
C5H24N2O5 | wB97M-V/def2-TZVPD

Structure (XYZ):
```
36
Properties=species:S:1:pos:R:3:forces:R:3:nbo_charge:R:1
C -1.026 -2.964 0.936 -0.842 -2.837 -0.630 -0.63
C 0.045 -2.218 0.206 -1.277 1.357 1.177 -0.05
C -0.069 -0.829 0.850 2.844 1.045 -1.752 -0.47
C -0.939 0.144 0.112 -1.165 -0.282 0.274 -0.15
C -0.863 1.452 0.281 0.159 0.101 -0.783 -0.02
N -1.770 2.501 -0.283 3.883 2.470 -0.239 -0.73
N 1.434 -2.895 0.299 -3.292 -3.695 -1.587 -0.72
H -0.893 -4.027 0.470 -0.854 1.116 1.729 0.21
H -0.996 -2.844 2.077 0.146 -0.733 -1.760 0.25
H -2.057 -2.648 0.581 1.290 -0.158 0.450 0.25
H -0.245 -2.165 -0.843 0.598 -0.080 -0.050 0.24
H 0.917 -0.398 0.879 0.822 0.536 -0.409 0.24
H -0.186 -0.878 1.897 -1.177 -0.304 1.240 0.25
H -1.716 -0.305 -0.502 -0.074 0.243 0.121 0.22
H -0.012 1.907 0.732 0.257 0.259 0.711 0.22
H -2.478 2.110 -0.890 -0.786 -0.313 -0.387 0.47
H -1.094 3.199 -0.967 -2.460 -2.281 2.436 0.46
H -2.089 3.069 0.548 0.002 -0.629 -1.076 0.47
H 1.743 -2.850 -0.676 0.636 0.404 0.292 0.46
H 1.234 -4.040 0.428 0.982 3.857 0.238 0.46
H 2.077 -2.453 0.939 0.844 0.246 0.845 0.48
H -2.660 3.255 3.230 -0.559 0.904 0.491 0.49
H -2.391 1.815 3.421 -0.769 -2.236 1.488 0.48
O -2.121 2.541 2.931 1.275 1.471 -2.187 -0.96
H 2.956 3.479 -1.879 -2.206 -1.651 -0.357 0.49
H 1.850 3.683 -2.834 -0.464 -0.272 -0.273 0.48
O 2.074 3.018 -2.169 2.567 1.897 0.646 -0.96
H -2.612 1.314 -3.069 0.076 0.578 -1.906 0.50
H -3.371 0.290 -2.215 0.868 1.115 -0.070 0.51
O -2.689 1.014 -2.191 -1.358 -1.854 1.421 -0.97
H 3.789 -0.826 1.244 0.843 0.419 -0.365 0.49
H 3.796 -1.580 2.641 -1.115 0.946 -1.736 0.52
O 3.216 -1.217 1.889 0.186 -1.520 1.959 -0.98
H 1.964 -0.469 -2.762 0.027 -0.604 0.365 0.51
H 2.682 -1.820 -2.542 0.191 0.133 -0.380 0.49
O 1.926 -1.303 -2.253 -0.101 0.355 0.067 -0.99
```
Forces are in eV/Å.

Calculated values
HOMO level ... -16.55 eV
Total charge ... +2
Molecular weight ... 192.3 g/mol
HOMO-LUMO gap ... 11.169 eV

Record 2
CClNO2P | wB97M-V/def2-TZVPD

Structure (XYZ):
```
6
Properties=species:S:1:pos:R:3:forces:R:3:lowdin_spin:R:1
C -1.467 -2.561 -1.257 -0.256 -0.574 -0.083 0.74
N -0.988 -1.529 -1.051 0.231 0.542 0.053 0.27
O 2.260 1.154 1.065 0.570 0.088 0.008 0.18
O -0.124 1.908 1.789 -0.476 0.549 0.309 0.18
P 0.853 1.513 0.745 -0.079 -2.114 1.064 0.47
Cl 0.879 2.860 -0.780 0.010 1.510 -1.351 0.16
```
Forces are in eV/Å.

Calculated values
HOMO level (alpha / beta) ... -2.54 / -5.24 eV
Total charge ... -1
2S+1 ... 3
Molecular weight ... 124.4 g/mol
HOMO-LUMO gap (alpha / beta) ... 6.237 / 3.298 eV

Record 3
C15H27CrN11O5 | wB97M-V/def2-TZVPD

Structure (XYZ):
```
59
Properties=species:S:1:pos:R:3:forces:R:3:lowdin_spin:R:1
Cr 0.222 -0.323 0.853 -0.507 -0.315 -0.914 3.74
N 2.045 -1.765 1.479 0.377 1.713 0.029 0.04
C 2.965 -0.923 2.291 1.017 -0.228 -0.833 0.00
C 2.274 0.281 2.953 0.180 -0.943 -1.427 0.02
O 2.732 0.703 4.006 -0.125 0.073 -0.069 0.02
N 1.149 0.683 2.284 2.454 -0.587 0.744 0.02
C 0.256 1.234 3.218 -2.516 1.927 -0.335 0.01
C -1.084 0.372 3.232 2.648 1.076 -0.616 0.01
O -2.038 0.659 3.894 -1.118 -0.006 0.583 0.00
O -1.004 -0.594 2.349 -0.804 -0.537 0.072 0.02
H 1.457 -2.235 2.116 -0.751 -1.009 0.681 0.00
H 2.551 -2.425 0.929 0.262 -0.516 -0.290 0.00
H 3.821 -0.622 1.647 -0.694 0.166 0.182 0.00
H 3.454 -1.520 3.056 -0.147 0.061 0.446 0.00
H -0.010 2.295 2.913 -0.164 -0.985 0.518 0.00
H 0.744 1.311 4.172 -0.277 0.029 0.711 0.00
N -2.971 -2.736 2.667 0.414 -1.122 1.580 0.00
N -3.838 -2.804 1.613 0.985 -0.463 -2.005 0.00
C -3.352 -2.902 0.332 -0.905 0.412 0.463 0.00
N -4.282 -2.934 -0.659 -0.396 -0.387 1.071 0.00
N -2.014 -2.877 0.249 -0.692 -0.176 -0.792 0.00
N -1.409 -2.794 -0.973 2.773 0.774 1.222 0.00
O -1.923 -2.618 -2.061 -1.155 -0.354 0.069 0.01
O -0.144 -2.768 -0.858 -1.762 -0.100 -0.213 0.01
H -2.316 -1.983 2.540 0.300 0.652 -0.014 0.00
H -2.415 -3.603 2.777 -0.644 0.623 -0.284 0.00
H -4.818 -2.887 1.816 -0.044 0.058 -0.084 0.00
H -5.235 -3.250 -0.423 1.039 0.416 -0.333 0.00
H -3.951 -3.028 -1.593 0.167 -0.076 -0.605 0.00
N -5.106 4.188 -2.066 -0.519 1.108 -0.478 0.00
C -4.320 3.392 -1.848 -0.768 -0.285 0.144 0.00
C -3.581 2.288 -1.410 2.662 -2.620 0.680 0.01
C -2.742 1.531 -2.277 0.204 -0.398 2.469 0.00
C -1.825 0.593 -1.764 -0.759 0.977 1.549 0.01
N -1.740 0.324 -0.458 -1.235 0.531 1.567 0.02
C -2.659 0.923 0.418 0.654 -0.469 -1.679 0.01
C -3.546 1.920 -0.033 1.027 -0.551 -0.514 0.00
H -2.675 1.612 -3.301 -0.373 0.846 -2.173 0.00
H -1.060 0.112 -2.353 -0.255 -0.082 -0.490 0.00
H -2.624 0.553 1.469 -0.065 0.587 -1.038 0.00
H -4.111 2.449 0.709 -0.394 0.169 0.085 0.00
C 2.222 2.133 -2.538 -2.189 0.177 -0.171 0.00
C 3.261 1.209 -1.894 1.163 1.054 0.354 0.00
C 3.880 0.170 -2.800 -1.845 -1.312 -0.027 0.00
C 4.414 2.086 -1.350 1.070 -1.035 -0.784 0.00
N 2.725 0.537 -0.719 -0.170 0.038 0.624 0.01
N 1.466 -0.080 -0.982 0.015 -1.609 0.602 0.01
H 2.510 3.082 -2.982 0.908 -0.285 -0.366 0.00
H 1.665 2.504 -1.675 -0.385 0.055 0.070 0.00
H 1.420 1.725 -3.247 1.286 0.048 0.816 0.00
H 4.884 -0.076 -2.556 0.842 -0.129 0.346 0.00
H 3.819 0.546 -3.779 0.324 0.403 -1.568 0.00
H 3.293 -0.794 -2.827 0.473 0.965 0.173 0.00
H 5.061 2.520 -2.141 -0.777 -0.042 0.230 0.00
H 5.075 1.371 -0.866 0.190 -0.038 0.347 0.00
H 4.181 2.824 -0.610 -0.594 0.571 0.229 0.00
H 2.612 1.187 0.078 -0.184 -0.442 -0.623 0.00
H 1.587 -1.097 -1.212 0.126 1.205 0.329 0.00
H 1.048 0.320 -1.803 -0.346 0.385 -0.259 0.00
```
Forces are in eV/Å.

Calculated values
HOMO level (alpha / beta) ... -7.15 / -8.01 eV
Total charge ... 0
2S+1 ... 5
Molecular weight ... 493.4 g/mol
HOMO-LUMO gap (alpha / beta) ... 6.160 / 6.983 eV

Record 4
C3H10N2S | wB97M-V/def2-TZVPD

Structure (XYZ):
```
16
Properties=species:S:1:pos:R:3:forces:R:3:nbo_charge:R:1
N -2.887 -0.098 -0.748 -1.701 -2.430 0.295 -0.83
C -1.802 -0.080 0.173 1.329 0.472 -1.573 -0.04
N -0.513 -0.554 -0.441 2.517 1.995 2.825 -0.71
C 0.653 0.350 -0.084 -1.449 0.102 -0.397 -0.26
C 1.852 -0.487 0.265 0.852 1.094 -0.782 -0.34
S 3.053 0.638 1.320 -0.637 2.061 2.520 -0.42
H -3.167 -1.044 -1.058 0.267 0.907 0.142 0.36
H -2.710 0.492 -1.543 0.133 0.002 -0.072 0.37
H -1.787 1.008 0.272 1.103 0.045 0.791 0.18
H -1.837 -0.541 1.190 -0.979 0.110 -1.048 0.20
H -0.209 -1.018 -1.264 -1.534 -0.478 -0.918 0.39
H 0.811 1.018 -0.924 0.515 0.226 -0.162 0.18
H 0.404 0.992 0.750 -0.253 -0.039 0.314 0.21
H 1.494 -1.143 1.033 0.637 -1.041 -0.100 0.24
H 2.304 -0.771 -0.673 0.354 -1.095 0.297 0.22
H 4.343 1.239 1.732 -1.154 -1.931 -2.133 0.25
```
Forces are in eV/Å.

Calculated values
HOMO level ... -8.63 eV
Total charge ... 0
Molecular weight ... 106.2 g/mol
HOMO-LUMO gap ... 8.253 eV

Let's list largest force on an atom in order: 5.20 2.37 3.80 4.28 eV/Å.
Let's list electronic energy in order: -18775.5755 -28432.2972 -71039.2736 -17084.7556 eV.